--- one ---
Below is a 2-piece molecular cluster, C3H9NS overall, with properties calculated with ωB97M-V/def2-TZVPD.

The HOMO-LUMO gap is 9.0447 eV. The LUMO energy is 0.0369 hartree. As for the highest occupied orbital energy: -8.039 eV.

Last column: Mulliken charge in e.
Element x y z (Å)
C1 0.401 -1.731 1.850  -0.82
C2 1.613 -1.521 1.347  0.14
N1 1.941 -1.420 0.006  -0.38
H1 0.316 -1.754 2.928  0.22
H2 -0.506 -1.911 1.300  0.25
H3 2.510 -1.558 1.960  0.26
H4 1.246 -1.185 -0.678  0.17
H5 2.898 -1.521 -0.271  0.18
C3 -1.797 2.500 -1.698  -0.73
S1 -1.728 0.722 -1.401  -0.20
H6 -1.233 3.026 -0.921  0.26
H7 -2.797 2.925 -1.707  0.29
H8 -1.307 2.692 -2.641  0.24
H9 -1.555 0.737 -0.076  0.12

---

--- two ---
Below is C3H9NS as an isolated structure, with properties calculated with ωB97M-V/def2-TZVPD.

The HOMO-LUMO gap is 6.6268 eV. The LUMO energy is -0.0995 hartree. As for the highest occupied orbital energy: -9.334 eV.

Last column: Mulliken charge in e.
Element x y z (Å)
C1 1.121 1.028 -0.691  -1.49
C2 0.127 -0.067 -0.330  0.71
C3 0.464 -0.812 0.964  -1.21
S1 -2.720 -1.627 0.287  -0.25
N1 -1.224 0.470 -0.426  -0.56
H1 2.139 0.665 -0.617  0.38
H2 0.892 1.356 -1.704  0.37
H3 1.007 1.914 -0.071  0.36
H4 0.180 -0.769 -1.154  0.20
H5 1.390 -0.526 1.454  0.38
H6 0.408 -1.887 0.844  0.35
H7 -0.341 -0.592 1.685  0.25
H8 -1.939 -0.251 -0.567  0.22
H9 -1.503 1.101 0.326  0.28

---

Most stable = one

---

--- one ---
Below is C3H9NS as an isolated structure, with properties calculated with ωB97M-V/def2-TZVPD.

The HOMO-LUMO gap is 9.1541 eV. The LUMO energy is 0.0275 hartree. As for the highest occupied orbital energy: -8.407 eV.

Last column: Mulliken charge in e.
Element x y z (Å)
C1 -0.683 -0.960 -0.181  -0.48
C2 0.429 -0.425 0.747  -0.60
C3 1.255 0.920 0.599  -0.41
H1 -2.852 0.011 -0.183  0.29
H2 -1.970 -0.406 -1.635  0.30
H3 -0.055 -1.241 -1.178  0.27
H4 -0.877 -2.016 0.260  0.26
H5 1.284 -1.187 0.610  0.27
H6 0.510 -0.447 2.017  0.28
H7 2.612 0.955 0.906  0.28
H8 0.721 1.802 1.201  0.27
H9 0.033 1.710 -1.479  0.13
N1 -1.675 0.023 -0.586  -0.60
S1 1.268 1.261 -1.098  -0.28

---

--- two ---
Below is a 2-piece molecular cluster, C3H9NS overall, with properties calculated with ωB97M-V/def2-TZVPD.

The HOMO-LUMO gap is 9.7555 eV. The LUMO energy is 0.0343 hartree. As for the highest occupied orbital energy: -8.822 eV.

Last column: Mulliken charge in e.
Element x y z (Å)
C1 0.340 -1.929 -2.908  -0.25
N1 0.499 -1.875 -1.662  -0.42
H1 -0.399 -2.556 -3.416  0.22
H2 0.943 -1.301 -3.561  0.25
H3 -0.044 -2.587 -1.170  0.22
C2 0.521 -0.342 1.965  -0.93
C3 -0.725 0.446 1.518  -0.45
S1 -0.299 1.877 0.468  -0.22
H4 1.019 -0.939 1.201  0.27
H5 1.253 0.399 2.287  0.31
H6 0.247 -0.999 2.791  0.30
H7 -1.442 -0.211 1.033  0.30
H8 -1.152 0.812 2.449  0.30
H9 -0.235 1.236 -0.718  0.11

---

Most stable = two